The following is a DFT calculation (wB97M-V/def2-TZVPD) of one molecule with the formula C19H20N2O.

multiplicity	1
LUMO level	0.71	eV
HOMO energy	-0.2795	Ha
maximum force	5.09	eV Å⁻¹
SMILES	Cc1ccc(N[C@@H](Cc2cc(C)no2)c2ccccc2)cc1
ΔE to the lowest compared entry with this formula, charge and spin	120.3	kcal per mole
orbital gap	0.3055	Eh

Last column: Löwdin charge in e.
CARTESIAN COORDINATES (ANGSTROEM)
N: 2.60 2.25 3.04  0.10
O: 1.77 1.09 2.94  0.00
C: 1.99 3.28 2.54  -0.41
C: 0.64 2.97 2.18  0.02
C: 0.64 1.56 2.24  -0.19
C: -3.20 -3.42 2.13  -0.07
C: -1.77 -3.69 1.92  -0.09
C: -3.62 -2.11 1.97  -0.12
C: -0.78 -0.46 -2.78  -0.07
C: 1.33 0.02 -1.81  -0.04
C: -0.10 -0.83 -3.93  -0.06
C: 2.06 -0.40 -2.90  -0.07
C: -0.92 -2.72 1.44  -0.02
C: -2.77 -1.12 1.55  -0.08
C: -0.11 -0.05 -1.68  -0.26
C: 1.31 -0.85 -3.97  -0.27
C: -1.41 -1.34 1.31  -0.15
N: -0.90 0.14 -0.49  0.07
C: 2.52 4.66 2.40  -0.04
C: 1.97 -1.08 -5.36  -0.06
C: -0.68 0.84 1.96  -0.09
C: -0.44 -0.22 0.94  -0.24
H: -0.09 3.75 1.88  0.13
H: -3.91 -4.25 2.44  0.11
H: -1.44 -4.77 2.07  0.11
H: -4.66 -1.81 2.04  0.10
H: -1.91 -0.52 -2.72  0.13
H: 1.93 0.61 -1.04  0.13
H: -0.55 -1.36 -4.78  0.12
H: 3.13 -0.36 -2.89  0.10
H: 0.13 -2.90 1.45  0.09
H: -3.22 -0.18 1.29  0.10
H: -1.87 0.46 -0.61  0.13
H: 3.46 4.79 2.87  0.05
H: 1.71 5.35 2.91  0.12
H: 2.62 4.87 1.26  0.12
H: 1.66 -0.33 -6.11  0.08
H: 3.07 -1.06 -5.35  0.07
H: 1.73 -2.03 -5.82  0.06
H: -1.54 1.44 1.61  0.14
H: -0.89 0.41 2.88  0.11
H: 0.51 -0.64 0.96  0.12

---

The following is a DFT calculation (wB97M-V/def2-TZVPD) of one molecule with the formula C19H20N2O2.

multiplicity	1
LUMO level	0.72	eV
HOMO energy	-0.2791	Ha
maximum force	0.97	eV Å⁻¹
SMILES	c1ccc([C@H]2C/C(=N\N3CCOCC3)c3ccccc3O2)cc1
ΔE to the lowest compared entry with this formula, charge and spin	71.5	kcal per mole
orbital gap	0.3056	Eh

Last column: Löwdin charge in e.
CARTESIAN COORDINATES (ANGSTROEM)
C: 4.51 3.09 -0.51  -0.09
C: 4.21 2.27 -1.57  -0.08
C: 3.35 1.20 -1.40  -0.02
C: 2.79 0.93 -0.16  -0.18
C: 3.11 1.76 0.91  -0.04
C: 3.96 2.84 0.74  -0.08
H: 4.20 3.48 1.58  0.10
H: 2.68 1.56 1.89  0.11
C: 1.82 -0.20 0.02  -0.27
C: 0.39 0.29 -0.23  -0.05
C: -0.58 -0.86 -0.09  -0.21
N: -1.81 -0.84 0.25  0.11
N: -2.59 0.18 0.61  -0.16
C: -2.55 1.55 0.13  -0.12
H: -3.13 1.63 -0.81  0.13
C: -3.20 2.44 1.19  -0.20
H: -2.60 2.40 2.11  0.13
O: -4.52 2.05 1.46  -0.13
C: -4.57 0.71 1.90  -0.20
H: -4.02 0.61 2.85  0.13
C: -3.97 -0.23 0.86  -0.14
H: -4.56 -0.18 -0.07  0.13
H: -3.96 -1.26 1.23  0.12
H: -5.63 0.48 2.06  0.12
H: -3.25 3.48 0.84  0.13
H: -1.54 1.88 -0.07  0.10
C: -0.04 -2.17 -0.45  -0.10
C: -0.85 -3.31 -0.47  -0.03
C: -0.36 -4.52 -0.90  -0.09
C: 0.95 -4.62 -1.35  -0.09
C: 1.77 -3.52 -1.33  -0.01
C: 1.29 -2.30 -0.87  -0.21
O: 2.17 -1.26 -0.85  0.00
H: 2.79 -3.57 -1.66  0.12
H: 1.33 -5.57 -1.71  0.10
H: -1.01 -5.39 -0.91  0.10
H: -1.87 -3.20 -0.14  0.10
H: 0.18 1.07 0.51  0.12
H: 0.33 0.72 -1.23  0.14
H: 1.87 -0.58 1.06  0.17
H: 3.11 0.54 -2.23  0.12
H: 4.64 2.46 -2.55  0.10
H: 5.18 3.93 -0.64  0.10

---

The following is a DFT calculation (wB97M-V/def2-TZVPD) of one molecule with the formula C19H20N2O2S.

multiplicity	1
LUMO level	0.35	eV
HOMO energy	-0.2787	Ha
maximum force	0.91	eV Å⁻¹
SMILES	CCCC(=O)Nc1c(-c2cccs2)c(=O)c2ccccc2n1CC
ΔE to the lowest compared entry with this formula, charge and spin	12.4	kcal per mole
orbital gap	0.2917	Eh

Last column: Löwdin charge in e.
CARTESIAN COORDINATES (ANGSTROEM)
C: -3.92 -1.58 -1.61  -0.10
C: -3.84 -1.55 -0.09  -0.25
C: -2.63 -2.33 0.43  -0.11
C: -1.30 -1.77 -0.06  -0.49
O: -0.61 -2.32 -0.89  0.10
N: -0.93 -0.62 0.58  0.15
C: 0.25 0.10 0.31  -0.14
C: 0.19 1.46 0.13  -0.09
C: -1.03 2.23 0.05  -0.44
C: -2.27 1.87 -0.42  -0.14
C: -3.21 2.91 -0.35  -0.19
C: -2.68 4.05 0.17  -0.41
S: -1.01 3.89 0.54  1.11
H: -3.17 4.99 0.33  0.06
H: -4.23 2.82 -0.68  0.10
H: -2.48 0.92 -0.87  0.09
C: 1.43 2.23 0.05  -0.34
O: 1.46 3.45 0.20  -0.03
C: 2.60 1.43 -0.27  -0.06
C: 3.77 2.06 -0.71  0.00
C: 4.88 1.33 -1.05  -0.07
C: 4.83 -0.06 -0.97  -0.07
C: 3.70 -0.70 -0.53  -0.02
C: 2.56 0.03 -0.16  -0.14
N: 1.42 -0.59 0.31  0.03
C: 1.55 -1.87 0.98  -0.19
H: 0.57 -2.18 1.35  0.11
C: 2.49 -1.79 2.18  -0.05
H: 3.50 -1.52 1.87  0.06
H: 2.52 -2.75 2.68  0.08
H: 2.14 -1.03 2.88  0.09
H: 1.88 -2.63 0.27  0.12
H: 3.69 -1.78 -0.50  0.11
H: 5.69 -0.64 -1.26  0.11
H: 5.78 1.82 -1.39  0.10
H: 3.76 3.14 -0.77  0.12
H: -1.65 -0.08 1.04  0.15
H: -2.69 -3.36 0.09  0.12
H: -2.63 -2.32 1.52  0.12
H: -3.81 -0.52 0.27  0.09
H: -4.75 -2.01 0.33  0.11
H: -4.78 -1.00 -1.96  0.07
H: -3.02 -1.15 -2.05  0.07
H: -4.02 -2.60 -1.97  0.08